No. 1
C21H29AuCl5N2Si3 | the ωB97M-V functional and the def2-TZVPD basis

Element x y z (Å)
Au 0.130 0.008 -1.620
Cl -0.205 -3.035 -2.113
C -1.732 -2.210 -2.006
C -1.725 -0.822 -1.890
C -2.941 -0.175 -2.083
Cl -2.981 1.532 -2.327
C -4.141 -0.883 -2.151
Cl -5.631 -0.046 -2.269
C -4.125 -2.275 -2.117
Cl -5.590 -3.158 -2.178
C -2.906 -2.948 -2.094
Cl -2.851 -4.658 -2.165
C 0.006 2.471 2.604
Si 0.150 2.118 0.773
C -1.119 3.189 -0.060
C 1.795 2.793 0.169
C 0.023 0.195 0.593
Si -1.465 -0.570 1.569
C -1.022 -0.484 3.387
C -3.000 0.438 1.233
C -1.768 -2.384 1.276
Si 1.658 -0.635 1.016
C 1.706 -2.491 1.104
C 2.399 0.015 2.606
C 2.839 -0.114 -0.362
C 4.225 -0.099 -0.242
C 5.008 0.256 -1.325
C 4.385 0.592 -2.520
C 3.011 0.568 -2.585
N 2.253 0.231 -1.527
H 0.228 3.529 2.765
H 0.688 1.885 3.218
H -1.010 2.290 2.958
H -1.106 4.149 0.463
H -2.134 2.801 -0.013
H -0.866 3.374 -1.105
H 1.829 3.857 0.415
H 1.891 2.707 -0.913
H 2.669 2.325 0.624
H -0.837 0.523 3.750
H -0.143 -1.092 3.609
H -1.856 -0.899 3.960
H -2.979 1.390 1.769
H -3.890 -0.104 1.562
H -3.116 0.655 0.172
H -1.059 -3.000 1.827
H -1.713 -2.672 0.239
H -2.768 -2.635 1.640
H 1.146 -2.869 1.959
H 2.749 -2.791 1.233
H 1.321 -2.972 0.207
H 1.736 -0.179 3.450
H 2.592 1.088 2.578
H 3.342 -0.497 2.815
H 4.680 -0.369 0.701
H 6.087 0.272 -1.245
H 4.956 0.873 -3.394
H 2.497 0.840 -3.494
N -0.462 0.018 -4.856
C -0.003 0.369 -3.860
H -0.852 -0.281 -5.730

Its energy above the lowest of the compared OMol25 structures with the same formula, charge and spin is 0.0 kJ/mol. The net charge is +1. The LUMO energy is -0.1615 Ha. The value obtained for the molecular weight is 768.0 g mol⁻¹. The calculation puts the frontier orbital gap at 7.302 eV. The HOMO energy is -0.4299 Eh. For the largest force on an atom, the calculation gives 0.0212 Eh/bohr.

***

No. 2
C21H29BeN5OSSe | the ωB97M-V functional and the def2-TZVPD basis

Element x y z (Å)
Be -0.471 -0.491 -0.300
C -3.485 3.006 3.156
C -2.058 2.781 3.653
N -1.633 1.409 3.534
C -1.208 0.859 2.381
S -0.735 -0.753 2.423
N -1.161 1.667 1.327
N -0.798 1.153 0.172
C -0.732 1.952 -0.864
C -1.021 3.417 -0.769
C -0.401 1.314 -2.091
C -0.270 1.979 -3.320
C 0.047 1.251 -4.443
C 0.208 -0.129 -4.333
C 0.046 -0.714 -3.092
N -0.242 -0.019 -2.004
H -3.684 4.072 3.093
H -4.208 2.554 3.831
H -3.609 2.566 2.169
H -1.977 3.065 4.704
H -1.365 3.392 3.069
H -1.795 0.772 4.297
H -1.104 3.678 0.283
H -1.961 3.651 -1.266
H -0.234 4.006 -1.236
H -0.407 3.045 -3.371
H 0.163 1.746 -5.396
H 0.471 -0.735 -5.184
H 0.144 -1.782 -2.955
C -4.337 -3.880 -5.758
C -3.701 -3.369 -4.498
C -2.874 -4.173 -3.731
C -2.369 -3.746 -2.509
C -1.507 -4.672 -1.703
C -2.702 -2.469 -2.053
Se -2.216 -1.920 -0.258
C -3.486 -1.617 -2.834
C -3.880 -0.253 -2.356
C -3.965 -2.083 -4.049
H -3.867 -4.801 -6.095
H -4.272 -3.140 -6.552
H -5.393 -4.085 -5.578
H -2.647 -5.173 -4.078
H -1.342 -5.603 -2.244
H -1.992 -4.893 -0.752
H -0.544 -4.211 -1.479
H -3.033 0.269 -1.911
H -4.643 -0.355 -1.585
H -4.278 0.342 -3.176
H -4.602 -1.445 -4.647
C 2.808 -2.095 1.209
C 1.391 -2.057 0.709
N 0.617 -3.087 1.003
O 1.004 -1.103 0.019
H 3.288 -3.025 0.915
H 2.794 -2.042 2.296
H 3.366 -1.250 0.814
H 0.897 -3.773 1.685
H -0.385 -2.997 0.800

Its energy above the lowest of the compared OMol25 structures with the same formula, charge and spin is 5.1 kJ/mol. The LUMO energy is -0.0139 Ha. The value obtained for the molecular weight is 487.5 g mol⁻¹. The calculation puts the frontier orbital gap at 6.766 eV. The HOMO energy is -0.2626 Eh. For the largest force on an atom, the calculation gives 0.0336 Eh/bohr.

***

No. 3
C21H29BrF5NO11S2 | the ωB97M-V functional and the def2-TZVPD basis

Element x y z (Å)
C 3.119 -3.655 0.199
C 2.755 -2.405 -0.581
Br 1.459 -2.753 -2.012
C 2.263 -1.258 0.314
C 2.493 0.023 -0.478
O 3.556 0.493 -0.519
O 1.395 0.522 -1.149
C 0.833 1.745 -0.632
C -0.693 1.507 -0.583
C -1.556 2.745 -0.819
C -3.035 2.414 -0.550
S -3.712 1.289 -1.812
C -3.851 -0.323 -0.988
S -2.727 -1.439 -1.286
N -4.987 -0.460 -0.163
C -5.710 -1.717 -0.360
C -5.543 -2.717 0.783
O -4.268 -2.646 1.376
C -4.036 -1.393 1.975
C -4.687 -0.210 1.243
C 1.286 2.079 0.781
O 0.519 3.156 1.290
O 0.755 3.161 2.667
C 1.202 2.827 -1.647
F 0.575 2.642 -2.759
F 1.025 4.035 -1.197
F 2.483 2.733 -1.953
H 3.025 -4.543 -0.405
H 2.571 -3.742 1.126
H 4.167 -3.569 0.475
H 3.645 -2.042 -1.074
H 2.834 -1.237 1.232
H 1.202 -1.345 0.531
H -0.988 0.733 -1.279
H -0.912 1.115 0.408
H -1.331 3.585 -0.169
H -1.522 3.103 -1.842
H -3.167 2.037 0.456
H -3.575 3.352 -0.588
H -6.772 -1.473 -0.421
H -5.458 -2.140 -1.319
H -6.287 -2.494 1.552
H -5.680 -3.729 0.438
H -4.486 -1.427 2.973
H -2.973 -1.251 2.095
H -4.020 0.642 1.298
H -5.612 0.071 1.739
H 1.080 1.233 1.431
H 2.327 2.380 0.848
H 1.032 4.063 2.868
O 8.496 4.500 -1.870
C 7.336 4.710 -1.772
O 6.433 3.840 -1.249
C 5.173 4.514 -1.180
C 5.331 5.586 -2.228
F 4.645 6.710 -1.902
O 6.719 5.863 -2.178
H 5.039 4.932 -0.181
H 4.352 3.836 -1.393
H 5.057 5.276 -3.237
O 0.880 -7.112 0.294
C 0.130 -6.342 0.787
O -1.019 -6.682 1.426
C -1.564 -5.490 1.996
C -0.944 -4.418 1.133
F -0.722 -3.273 1.834
O 0.300 -4.984 0.786
H -1.251 -5.408 3.039
H -2.649 -5.494 1.950
H -1.504 -4.184 0.227

As for the SMILES: C[C@@H](Br)CC(=O)O[C@@](CCCSC(=S)N1CCOCC1)(COO)C(F)(F)F.O=C1OC[C@@H](F)O1.O=C1OC[C@@H](F)O1. The LUMO energy is -0.0308 Ha. The value obtained for the molecular weight is 710.5 g mol⁻¹. The calculation puts the frontier orbital gap at 7.631 eV. The HOMO energy is -0.3113 Eh. For the largest force on an atom, the calculation gives 0.0630 Eh/bohr.

***

No. 4
C21H29ClN4PtSSe2 | the ωB97M-V functional and the def2-TZVPD basis

Element x y z (Å)
Pt 0.180 0.296 -0.262
C -2.149 5.183 1.557
C -2.648 3.858 2.115
N -1.569 2.998 2.599
C -0.866 2.140 1.867
S -1.318 1.986 0.158
N 0.114 1.488 2.449
N 0.757 0.608 1.648
C 1.796 -0.049 2.051
C 2.395 0.119 3.400
C 2.333 -1.034 1.089
C 3.385 -1.874 1.403
C 3.802 -2.821 0.475
C 3.151 -2.906 -0.743
C 2.109 -2.029 -1.004
N 1.723 -1.112 -0.120
H -2.992 5.792 1.232
H -1.491 5.024 0.702
H -1.601 5.741 2.315
H -3.214 3.301 1.367
H -3.317 4.021 2.958
H -1.259 3.106 3.554
H 1.868 0.891 3.951
H 3.450 0.387 3.320
H 2.328 -0.819 3.955
H 3.863 -1.796 2.369
H 4.619 -3.489 0.709
H 3.433 -3.639 -1.484
H 1.564 -2.067 -1.938
C 3.391 1.654 -1.786
Se 1.697 2.244 -1.037
C 0.709 2.549 -2.707
C 0.534 1.293 -3.530
Se -0.485 -0.100 -2.602
C -2.262 0.654 -2.801
H 3.740 2.434 -2.458
H 3.303 0.704 -2.306
H 4.088 1.555 -0.958
H 1.254 3.305 -3.273
H -0.245 2.984 -2.410
H 1.489 0.838 -3.790
H -0.006 1.478 -4.459
H -2.590 0.474 -3.821
H -2.240 1.718 -2.581
H -2.916 0.135 -2.104
Cl 0.044 -2.581 2.825
C -1.375 -1.567 2.849
C -2.013 -1.389 4.063
C -3.192 -0.662 4.112
C -3.737 -0.141 2.949
C -3.082 -0.322 1.744
C -1.873 -1.016 1.662
C -1.208 -1.214 0.358
H -1.602 -1.838 4.956
H -3.700 -0.533 5.058
H -4.679 0.390 2.982
H -3.515 0.080 0.837
H -1.925 -1.254 -0.458
H -0.592 -2.109 0.360

Its energy above the lowest of the compared OMol25 structures with the same formula, charge and spin is 0.0 kJ/mol. The net charge is +2. The LUMO energy is -0.2420 Ha. The value obtained for the molecular weight is 758.0 g mol⁻¹. The calculation puts the frontier orbital gap at 7.170 eV. The HOMO energy is -0.5054 Eh. For the largest force on an atom, the calculation gives 0.0100 Eh/bohr.

***

No. 5
C21H29DyF9NO3P2 | the ωB97M-V functional and the def2-TZVPD basis

Element x y z (Å)
C -0.660 3.818 -2.168
C -0.693 2.468 -1.758
N 0.140 2.023 -0.772
C 1.100 2.838 -0.272
C 1.128 4.197 -0.581
C 0.232 4.705 -1.527
C -1.657 1.549 -2.391
P -2.162 0.066 -1.479
Dy 0.073 -0.266 0.057
P 2.716 0.542 0.272
C 2.143 2.262 0.682
C 0.018 -2.669 -0.267
C -1.058 -3.267 0.380
C -0.987 -4.656 0.621
C 0.125 -5.405 0.193
C 1.171 -4.760 -0.489
C 1.107 -3.375 -0.723
O -0.693 0.603 -4.540
O 0.504 -1.311 -3.652
H -1.343 4.148 -2.921
H 1.866 4.823 -0.088
H 0.249 5.748 -1.799
C -3.663 0.660 -0.613
C -2.861 -1.082 -2.715
H 3.046 2.899 0.675
H 1.728 2.253 1.704
H -1.064 1.036 -3.698
H -2.567 2.112 -2.764
C 3.506 0.099 1.857
C 4.126 0.853 -0.818
H -1.916 -2.691 0.713
H -1.805 -5.145 1.152
H 0.163 -6.467 0.381
H 2.030 -5.344 -0.845
H 1.921 -2.851 -1.240
H 0.849 -0.935 -2.378
H 0.067 -2.211 -3.510
H -0.079 -0.447 -4.165
H -0.067 1.144 -5.077
H 1.136 -0.682 -1.669
H -4.450 0.885 -1.345
H -3.996 -0.125 0.074
H -3.424 1.553 -0.024
H -3.704 -0.617 -3.241
H -2.091 -1.399 -3.429
H -3.208 -1.972 -2.174
H 4.934 1.383 -0.285
H 4.506 -0.110 -1.172
H 3.811 1.442 -1.681
H 4.442 0.656 1.969
H 2.842 0.305 2.704
H 3.715 -0.978 1.832
F -2.549 1.268 2.534
C -2.207 0.229 3.342
F -2.773 0.430 4.561
F -2.765 -0.889 2.795
C -0.657 0.094 3.392
O -0.167 0.021 2.092
C -0.060 1.340 4.106
F -0.364 1.396 5.424
F 1.302 1.344 3.997
F -0.482 2.482 3.498
C -0.243 -1.191 4.151
F -0.771 -1.277 5.403
F -0.623 -2.293 3.447
F 1.115 -1.257 4.260

The LUMO energy (spin up / spin down) is -0.0094 / 0.0135 Ha. The value obtained for the molecular weight is 738.9 g mol⁻¹. As for the multiplicity: 6. The calculation puts the frontier orbital gap (spin up / spin down) at 7.179 / 7.805 eV. The HOMO energy (spin up / spin down) is -0.2732 / -0.2734 Eh. For the largest force on an atom, the calculation gives 0.0682 Eh/bohr.

***

No. 6
C21H29F2Si2 | the ωB97M-V functional and the def2-TZVPD basis

Element x y z (Å)
C 2.166 10.625 6.640
Si 3.203 9.517 7.745
C 3.112 10.356 9.429
H 2.636 8.040 7.732
C 4.982 9.822 7.229
Si 5.878 8.238 6.871
C 7.636 8.541 6.300
C 5.910 7.235 8.466
C 4.913 7.354 5.515
H 2.597 11.628 6.737
H 2.206 10.305 5.593
H 1.120 10.643 6.967
H 3.426 11.396 9.253
H 2.092 10.350 9.836
H 3.790 9.889 10.155
H 4.954 10.481 6.348
H 5.466 10.375 8.048
H 8.153 7.593 6.083
H 7.668 9.149 5.384
H 8.229 9.071 7.061
H 6.346 6.239 8.304
H 6.531 7.731 9.227
H 4.915 7.092 8.910
H 5.367 6.386 5.259
H 3.869 7.144 5.785
H 4.891 7.955 4.593
F 2.823 1.623 3.984
C 3.278 2.561 4.889
C 4.650 2.767 4.997
C 5.083 3.630 6.020
C 4.146 4.327 6.792
C 2.738 4.235 6.570
C 1.786 5.098 7.200
C 0.418 4.783 7.145
C -0.569 5.104 8.066
C -1.952 4.720 7.976
C -2.429 3.774 7.011
C -3.799 3.560 6.927
F -4.246 2.663 5.982
C -4.746 4.189 7.736
C -4.273 5.087 8.711
C -2.916 5.327 8.828
C 2.321 3.223 5.653
H 5.352 2.224 4.373
H 6.153 3.776 6.180
H 4.494 4.979 7.589
H 2.133 5.934 7.787
H 0.043 4.228 6.275
H -0.297 5.746 8.922
H -1.730 3.221 6.375
H -5.806 3.995 7.610
H -4.978 5.583 9.374
H -2.538 5.998 9.599
H 1.259 3.000 5.512

Its energy above the lowest of the compared OMol25 structures with the same formula, charge and spin is 24.2 kJ/mol. The net charge is +1. The LUMO energy is -0.2249 Ha. The value obtained for the molecular weight is 375.6 g mol⁻¹. The calculation puts the frontier orbital gap at 5.963 eV. The HOMO energy is -0.4441 Eh. For the largest force on an atom, the calculation gives 0.0324 Eh/bohr.